Record 1
{
  "formula": "C12H23LuN2O3P2",
  "method": "the ωB97M-V functional and the def2-TZVPD basis",
  "e_lumo_ev": [-10.623, -10.615],
  "charge": 2,
  "species": ["Lu", "P", "C", "C", "N", "C", "C", "C", "C", "C", "P", "H", "H", "H", "H", "H", "H", "H", "H", "O", "H", "H", "O", "H", "C", "H", "H", "H", "C", "H", "H", "H", "C", "H", "H", "H", "C", "H", "H", "H", "O", "C", "N"],
  "xyz": [[0.09746, 0.13566, 1.43345], [-2.50577, 0.39839, 0.70863], [-2.20046, 1.17243, -0.93419], [-0.79046, 1.48476, -1.37814], [0.25421, 1.20818, -0.57401], [1.49957, 1.45112, -1.05881], [1.72267, 2.10493, -2.26567], [0.63050, 2.43233, -3.06999], [-0.64777, 2.08670, -2.61358], [2.73417, 1.06612, -0.21047], [2.64654, -0.54618, 0.72861], [-1.53564, 2.31827, -3.21521], [2.75286, 2.35299, -2.56512], [0.77162, 2.94988, -4.02499], [3.62051, 0.97163, -0.85297], [2.93732, 1.85971, 0.52490], [-2.69604, 0.57142, -1.62631], [-2.81201, 2.15511, -0.93326], [-2.16036, -4.40029, -2.86030], [-2.01134, -3.95341, -3.64094], [-1.49030, -3.16474, -3.47162], [-0.78470, -4.78388, 1.57467], [-0.40446, -2.77541, 1.53403], [-0.51386, -3.70646, 1.93295], [3.21221, -1.72775, -0.53999], [4.09937, -1.35093, -1.07014], [3.44884, -2.68533, -0.05536], [2.39931, -1.89690, -1.25864], [4.11210, -0.37294, 1.80500], [4.09022, -1.19283, 2.53381], [5.05054, -0.41743, 1.23469], [4.05925, 0.57696, 2.35356], [-3.43863, 1.72148, 1.56318], [-4.50803, 1.68059, 1.30795], [-3.31420, 1.57472, 2.64551], [-3.02733, 2.70354, 1.29332], [-3.80820, -0.82532, 0.33935], [-3.93478, -1.46676, 1.22691], [-4.76503, -0.33433, 0.10373], [-3.49089, -1.45772, -0.50052], [0.23177, 0.58771, 5.81826], [0.23509, 0.70240, 4.63799], [0.23411, 0.79155, 3.41971]],
  "nbo_charge": [2.052, 0.700, -0.751, 0.264, -0.688, 0.249, -0.235, -0.069, -0.233, -0.745, 0.717, 0.258, 0.259, 0.263, 0.274, 0.273, 0.270, 0.283, 0.463, -0.920, 0.458, 0.485, -0.723, 0.283, -0.915, 0.260, 0.272, 0.251, -0.915, 0.270, 0.266, 0.263, -0.912, 0.269, 0.267, 0.256, -0.907, 0.268, 0.268, 0.255, -0.457, 0.893, -1.139]
}

***

Record 2
{
  "formula": "C34H70BrF9O18P4S2",
  "method": "the ωB97M-V functional and the def2-TZVPD basis",
  "smiles": "CCOCCCCC[C@H]1OS(=O)(=O)[C@](CCCCCCOC(C)=O)(CCC(F)(F)C(F)(F)S(F)(F)(F)(F)F)[C@@H](P(C)C)[C@@H]1Br.COP(=O)(OC)OC.COP(=O)(OC)OC.COP(=O)(OC)OC",
  "e_lumo_ev": 0.320,
  "charge": 0,
  "species": ["C", "C", "O", "C", "C", "C", "C", "C", "C", "O", "S", "O", "O", "C", "C", "C", "C", "C", "C", "C", "O", "C", "C", "O", "C", "C", "C", "F", "F", "C", "F", "F", "S", "F", "F", "F", "F", "F", "C", "P", "C", "C", "C", "Br", "H", "H", "H", "H", "H", "H", "H", "H", "H", "H", "H", "H", "H", "H", "H", "H", "H", "H", "H", "H", "H", "H", "H", "H", "H", "H", "H", "H", "H", "H", "H", "H", "H", "H", "H", "H", "H", "H", "H", "H", "H", "H", "H", "C", "O", "P", "O", "O", "C", "O", "C", "H", "H", "H", "H", "H", "H", "H", "H", "H", "C", "O", "P", "O", "O", "C", "O", "C", "H", "H", "H", "H", "H", "H", "H", "H", "H", "C", "O", "P", "O", "O", "C", "O", "C", "H", "H", "H", "H", "H", "H", "H", "H", "H"],
  "xyz": [[-1.62609, 4.52387, -3.13054], [-1.65492, 4.50844, -4.67058], [-0.90625, 3.45352, -5.24191], [-1.54515, 2.18822, -5.14640], [-0.73281, 1.27058, -4.22470], [-0.78501, -0.20630, -4.61823], [0.27954, -1.04772, -3.90280], [0.16843, -0.96828, -2.35144], [-0.14364, -2.34872, -1.73520], [1.11539, -2.93090, -1.30527], [1.26493, -3.36330, 0.19753], [0.56976, -4.57409, 0.51460], [2.67244, -3.47175, 0.43873], [0.55259, -2.01112, 1.17157], [1.32710, -0.70402, 1.02939], [2.79500, -0.71304, 1.54928], [3.06671, 0.39537, 2.60366], [4.11546, 1.43741, 2.12683], [4.85949, 2.01508, 3.32788], [6.15157, 2.74367, 2.95926], [6.44735, 3.77172, 3.92141], [5.91135, 4.98729, 3.63378], [6.34344, 5.69932, 2.37883], [5.13541, 5.48581, 4.38851], [0.61548, -2.56561, 2.62061], [0.02872, -1.62298, 3.68533], [0.70925, -1.81248, 5.02268], [0.68997, -3.16094, 5.26085], [2.00903, -1.47187, 5.01969], [-0.05582, -1.20109, 6.22836], [0.31407, -1.86907, 7.32328], [-1.35949, -1.37988, 6.12665], [0.29980, 0.63049, 6.59929], [1.76762, 0.31990, 7.06924], [0.75043, 0.94596, 5.11558], [-1.19491, 1.01974, 6.21225], [-0.20652, 0.43756, 8.10744], [0.55837, 2.15056, 6.94788], [-0.96788, -1.92715, 0.74699], [-1.79702, -0.31277, 1.20402], [-1.28072, 1.06260, 0.08737], [-3.58635, -0.51567, 0.85349], [-1.28752, -2.34295, -0.72503], [-2.26976, -4.04012, -0.80577], [-1.09827, 5.41167, -2.78040], [-1.09344, 3.66627, -2.72361], [-2.62455, 4.57524, -2.69752], [-1.22043, 5.43267, -5.04439], [-2.68788, 4.45840, -5.02378], [-2.51237, 2.34415, -4.66183], [-1.69606, 1.75727, -6.13730], [0.30667, 1.58737, -4.13216], [-1.17386, 1.36337, -3.22816], [-0.56410, -0.26288, -5.68773], [-1.76175, -0.66683, -4.44390], [1.23928, -0.60681, -4.18602], [0.30544, -2.07568, -4.26298], [-0.67433, -0.31514, -2.14884], [1.11863, -0.58256, -1.99752], [-0.48060, -2.94629, -2.57970], [0.82942, 0.09347, 1.57876], [1.37394, -0.36970, -0.00430], [3.44137, -0.48670, 0.70449], [3.07595, -1.65939, 1.99237], [2.16653, 0.94615, 2.87647], [3.50421, -0.06627, 3.48680], [3.56111, 2.24828, 1.65050], [4.80001, 0.94559, 1.43492], [4.22839, 2.72831, 3.86349], [5.10864, 1.24485, 4.05874], [6.15304, 3.13168, 1.94046], [6.97709, 2.03559, 3.02324], [5.99097, 6.72136, 2.36596], [7.42407, 5.61474, 2.27115], [5.91426, 5.16873, 1.52701], [0.00448, -3.46533, 2.62560], [1.61858, -2.89207, 2.88547], [-0.01236, -0.58261, 3.38187], [-1.00668, -1.91872, 3.84918], [-1.48157, -2.65347, 1.37612], [-1.21324, 1.95270, 0.71215], [-2.02921, 1.29047, -0.67675], [-0.32049, 0.91946, -0.39401], [-3.76500, -0.63252, -0.21913], [-4.02019, -1.32384, 1.43283], [-4.03065, 0.44124, 1.12518], [-2.01031, -1.63141, -1.10943], [3.13915, -9.56284, -3.60315], [2.83615, -8.31812, -4.25650], [1.61499, -7.40776, -3.65423], [1.33856, -6.43251, -4.71828], [2.48813, -6.81090, -2.42720], [3.61575, -5.98642, -2.70947], [0.26808, -7.53435, -2.79902], [0.23285, -7.40253, -1.36647], [4.06414, -9.94185, -4.02943], [3.27913, -9.41620, -2.52881], [2.34554, -10.29078, -3.77312], [3.51518, -5.49489, -3.67699], [4.52884, -6.58395, -2.69440], [3.67697, -5.23458, -1.92416], [0.40030, -6.36386, -1.09929], [0.96404, -8.04061, -0.87791], [-0.76249, -7.69444, -1.03628], [-1.96225, 2.60236, -11.58878], [-2.58233, 3.49383, -10.64409], [-1.72074, 3.95210, -9.33247], [-2.71551, 4.54776, -8.43029], [-0.84710, 5.06634, -10.12620], [-1.52045, 6.18986, -10.68660], [-0.50809, 3.46306, -8.40941], [0.85932, 3.82534, -8.64323], [-2.61053, 2.54250, -12.45862], [-0.98568, 2.98172, -11.90101], [-1.84886, 1.60618, -11.16123], [-2.44969, 6.40006, -10.15814], [-1.73067, 6.01215, -11.74235], [-0.85507, 7.04713, -10.60362], [1.00285, 4.87363, -8.39503], [1.16462, 3.63516, -9.66866], [1.46519, 3.21631, -7.97546], [-6.16380, -0.28017, 11.11888], [-5.87960, -0.77142, 9.79684], [-5.97471, 0.27592, 8.54387], [-5.98781, -0.58375, 7.35451], [-4.53911, 0.96585, 8.84096], [-3.36142, 0.16970, 8.73070], [-6.68778, 1.64841, 8.11511], [-6.11265, 2.94431, 8.32905], [-5.89388, -1.06087, 11.82472], [-5.57446, 0.61408, 11.33845], [-7.22503, -0.05551, 11.22652], [-3.50250, -0.67317, 8.05462], [-3.07640, -0.19897, 9.71799], [-2.55453, 0.79443, 8.36346], [-5.27704, 3.08656, 7.64843], [-5.78739, 3.08396, 9.35634], [-6.88583, 3.67566, 8.10177]],
  "mulliken_charge": [-0.903, -0.435, -0.366, -0.800, 0.471, -0.793, -1.288, 0.071, 0.142, -0.426, 1.858, -0.698, -0.845, 1.401, -1.706, -1.057, -0.461, -0.818, -0.289, -0.815, -0.368, 0.796, -0.998, -0.532, -2.337, -0.969, 0.513, -0.387, -0.224, 0.541, -0.294, -0.262, 1.354, -0.291, -0.287, -0.325, -0.351, -0.328, -0.840, 0.292, -1.406, -1.267, -1.232, -0.076, 0.353, 0.162, 0.282, 0.422, 0.355, 0.377, 0.298, 0.274, -0.334, 0.527, 0.185, 0.413, 0.499, -0.414, 0.281, 1.035, 0.674, 0.000, 0.676, 0.385, 0.197, 0.343, 0.152, 0.487, 0.224, 0.315, 0.358, 0.328, 0.321, 0.345, 0.277, 0.849, 0.902, 0.538, 0.668, 0.931, 0.570, 0.392, 0.461, 0.381, 0.373, 0.431, 0.705, -0.625, -0.328, 0.957, -0.682, -0.170, -0.728, -0.331, -0.106, 0.243, 0.280, 0.288, 0.385, 0.257, 0.147, -0.083, 0.273, 0.284, -0.658, -0.311, 0.942, -0.676, -0.346, -0.729, -0.043, -0.666, 0.240, 0.308, 0.277, 0.339, 0.228, 0.253, 0.290, 0.328, 0.229, -0.638, -0.295, 0.986, -0.675, -0.337, -0.634, -0.330, -0.506, 0.246, 0.299, 0.287, 0.395, 0.276, 0.132, 0.224, 0.278, 0.266]
}

***

Record 3
{
  "formula": "C5H8O",
  "method": "the ωB97M-V functional and the def2-TZVPD basis",
  "smiles": "C=C1[C@@H](C)[C@H]1O",
  "relative_energy_kcal_mol": 84.3,
  "e_lumo_ev": 0.791,
  "charge": 0,
  "species": ["C", "C", "C", "C", "C", "O", "H", "H", "H", "H", "H", "H", "H", "H"],
  "xyz": [[-2.09035, -0.09304, 0.43089], [-0.94232, -0.24421, -0.15853], [0.52938, 0.51799, -0.75733], [1.22936, 1.29544, 0.31689], [0.20781, -0.90832, -0.67055], [0.84307, -1.78735, 0.46604], [-2.63269, 0.84295, 0.39306], [-2.53679, -0.88961, 1.01232], [0.68636, 0.88699, -1.76548], [0.95601, 2.35123, 0.27294], [2.31230, 1.22258, 0.19866], [0.96867, 0.90465, 1.29839], [0.10512, -1.47704, -1.59156], [0.36406, -2.62226, 0.55424]],
  "nbo_charge": [-0.415, 0.038, -0.219, -0.622, 0.011, -0.765, 0.208, 0.205, 0.220, 0.214, 0.216, 0.230, 0.212, 0.467]
}